Entry from the Open Molecules 2025 dataset: a structure of composition C26H27IrN3O7P3S2 at a distorted geometry (wB97M-V/def2-TZVPD).

The orbital gap (spin up / spin down) comes out at 6.626 / 6.297 eV. As for the spin multiplicity: 6. The energy above the lowest of the compared OMol25 structures with the same formula, charge and spin comes out at 177.68 kJ/mol. The expectation value of S² is 8.780. The total charge is -1. The HOMO energy (spin up / spin down) comes out at -4.213 / -5.577 eV.

Element x y z (Å)
Ir -1.2363 0.0059 -0.6759
C -3.8276 1.8577 -4.5352
C -2.7797 1.6368 -3.4813
S -3.3383 1.2259 -1.9189
C -1.4475 1.8079 -3.7786
C -0.9941 2.0863 -5.1823
S -0.2329 1.8079 -2.5848
H -4.7983 1.9883 -4.0646
H -3.8829 0.9892 -5.1936
H -3.5977 2.7355 -5.1396
H -1.1948 3.1225 -5.4571
H -1.5169 1.4369 -5.8834
H 0.0750 1.9062 -5.2566
C -2.4813 1.7081 4.3524
C -1.4705 1.3275 3.3002
O -0.1759 1.7254 3.6966
P -1.7894 2.1695 1.6873
O -1.6888 3.7272 2.0573
O -3.3170 2.1535 1.2918
O -0.8039 1.8748 0.6154
P -1.6436 -0.4731 2.8634
O -0.0476 -0.9137 2.7739
O -2.2907 -1.3250 3.8701
O -2.2040 -0.3574 1.4686
H -2.5527 2.7916 4.4548
H -2.1769 1.2636 5.2997
H -3.4481 1.2922 4.0755
H 0.4467 1.2839 3.0988
H -0.7658 3.9703 2.1224
H -3.5648 1.2681 1.0017
H 0.1085 -1.5011 3.5149
C 3.8847 -4.2609 1.9900
C 2.5261 -4.4720 1.8184
C 1.7071 -3.4287 1.4272
C 2.2332 -2.1639 1.1881
C 3.5964 -1.9558 1.3725
C 4.4129 -2.9986 1.7750
P 1.0958 -0.9302 0.4332
C 2.0161 0.6100 0.7317
C 2.4216 0.9318 2.0254
C 2.9703 2.1712 2.3013
C 3.0928 3.1161 1.2958
C 2.6871 2.8041 0.0075
C 2.1679 1.5548 -0.2771
C 1.3826 -1.3286 -1.3267
C 2.4869 -1.9473 -1.8989
C 2.4329 -2.2975 -3.2358
C 1.3013 -2.0139 -3.9875
C 0.2177 -1.3602 -3.4170
C 0.2273 -1.0360 -2.0661
H 4.5323 -5.0758 2.2858
H 2.1098 -5.4529 1.9957
H 0.6471 -3.5837 1.2821
H 4.0275 -0.9817 1.1879
H 5.4712 -2.8283 1.9252
H 2.3196 0.1972 2.8139
H 3.2856 2.4011 3.3098
H 3.5007 4.0936 1.5159
H 2.7644 3.5448 -0.7758
H 1.8572 1.3090 -1.2810
H 3.3669 -2.1686 -1.3071
H 3.2761 -2.7979 -3.6962
H 1.2675 -2.3107 -5.0296
H -0.6444 -1.1187 -4.0256
N -6.0282 -2.5067 1.8913
C -5.2955 -2.3902 1.0048
N -4.6265 -2.3213 -0.0834
C -3.5124 -1.9362 -0.4762
N -2.5421 -1.6617 -1.0888

Cartesian forces, eV/Å:
0.5 -0.2 -1.3
0.0 0.0 0.1
-0.8 -0.3 1.0
0.4 0.0 -0.3
1.3 0.2 0.5
0.0 0.0 0.0
-0.5 -0.1 -0.2
0.0 0.0 -0.1
0.0 0.0 -0.1
0.0 0.0 -0.1
0.0 0.1 -0.1
0.0 0.0 -0.1
0.0 0.0 -0.1
0.0 0.1 0.0
-0.3 -0.3 -0.7
0.3 0.1 0.1
-0.4 1.0 0.6
-0.4 -0.2 0.0
0.1 0.1 0.2
0.3 -0.4 -0.3
0.6 -0.2 0.4
-0.7 0.4 0.1
0.0 0.0 0.3
-0.3 -0.2 -0.6
0.0 0.0 0.0
0.0 0.0 0.0
-0.1 0.1 0.1
0.1 0.1 0.2
0.4 0.2 0.1
-0.2 -0.4 0.0
0.1 -0.3 0.3
0.0 0.0 0.0
0.0 -0.2 0.1
-0.1 0.1 0.0
-0.3 0.0 0.1
0.0 0.1 0.0
0.2 -0.1 0.1
0.7 -0.2 -1.1
-0.1 0.1 0.1
0.1 -0.1 -0.1
0.0 0.1 0.2
0.0 0.1 0.0
0.1 0.1 0.0
0.0 -0.2 0.1
-0.4 0.1 0.3
0.1 0.0 -0.1
0.3 -0.1 0.1
-0.3 0.1 -0.1
-0.1 -0.1 -0.1
0.0 0.4 0.9
0.0 0.0 0.0
-0.1 -0.1 0.0
-0.1 -0.1 0.0
0.0 0.0 0.0
0.0 0.0 0.0
0.0 0.0 0.1
0.0 0.0 0.1
0.0 0.0 0.0
0.0 0.0 -0.1
0.0 0.0 -0.1
0.0 0.0 0.0
0.0 0.0 0.0
0.0 0.0 0.0
-0.1 0.0 0.0
-0.2 0.0 0.4
-0.6 -0.1 1.0
0.0 -0.1 -1.2
0.0 -0.2 -0.3
0.5 0.2 0.1

=====

Entry from the Open Molecules 2025 dataset: a cluster of 2 separate species, C26H27N2 in total at a distorted geometry (wB97M-V/def2-TZVPD).

The orbital gap comes out at 6.781 eV. The energy above the lowest of the compared OMol25 structures with the same formula, charge and spin comes out at 142.05 kJ/mol. The total charge is +1. The HOMO energy comes out at -11.005 eV.

Element x y z (Å)
C 3.6584 -0.9005 0.3629
C 3.1975 0.1183 1.3643
C 4.2650 0.6403 2.2774
N 1.9557 0.4806 1.4000
C 1.3113 1.0220 2.5357
C 0.1082 0.4343 2.9679
C -0.6126 0.9812 4.0274
C -0.1325 2.1242 4.6827
C 1.0784 2.7019 4.2796
C 1.7929 2.1599 3.2089
H 4.6437 -0.6024 -0.0119
H 3.7742 -1.8770 0.8592
H 2.9639 -1.0163 -0.4721
H 5.1980 0.1001 2.0827
H 4.4593 1.7047 2.0858
H 4.0119 0.5198 3.3372
H -0.2403 -0.4502 2.4307
H -1.5470 0.5095 4.3326
H -0.7018 2.5594 5.5059
H 1.4726 3.5803 4.7955
H 2.7236 2.6164 2.8679
C 0.4031 -4.8421 -0.1853
N 0.0315 -3.4948 -0.5740
C 0.5652 -2.3654 -0.0527
C -0.0770 -1.2222 -0.6087
C 0.2586 0.0956 -0.3588
C -0.4397 1.1847 -1.0179
C -0.4873 1.2837 -2.4386
C -1.2629 2.2394 -3.0789
C -2.0675 3.1179 -2.3420
C -2.9947 4.0539 -3.0559
C -1.9757 3.0922 -0.9435
C -1.1459 2.1843 -0.2960
C -1.1426 -1.7664 -1.4780
C -2.2303 -1.2296 -2.1499
C -3.0718 -2.0789 -2.8910
C -2.8776 -3.4698 -2.8965
C -1.8343 -4.0413 -2.1513
C -0.9969 -3.1716 -1.4648
H -0.0342 -5.5511 -0.8910
H 1.4951 -4.9419 -0.1899
H 0.0430 -5.0810 0.8258
H 1.3560 -2.3943 0.6942
H 1.1674 0.2880 0.2680
H 0.0927 0.5682 -3.0246
H -1.2746 2.2942 -4.1701
H -3.5213 4.6969 -2.3457
H -2.4448 4.6911 -3.7590
H -3.7450 3.5067 -3.6420
H -2.5729 3.7998 -0.3638
H -1.0655 2.1792 0.7924
H -2.4285 -0.1614 -2.0906
H -3.8926 -1.6468 -3.4657
H -3.5464 -4.1082 -3.4734
H -1.6630 -5.1153 -2.1013

Cartesian forces, eV/Å:
0.1 0.4 -0.5
-0.9 0.8 0.5
0.6 -0.4 0.3
3.0 -1.4 2.4
0.1 1.3 0.6
0.4 0.1 -0.5
0.3 0.2 0.0
0.1 -0.2 -0.2
-0.1 -0.2 -0.1
-0.2 -0.1 -0.1
-0.2 -0.2 -0.1
0.0 0.3 0.0
0.1 0.0 0.1
-0.1 0.1 0.2
-0.1 -0.3 0.0
-0.1 0.1 -0.2
0.0 0.2 0.3
0.3 0.2 0.0
0.2 -0.1 -0.3
-0.2 -0.3 -0.2
-0.4 0.0 0.2
0.3 -0.5 0.3
1.1 1.5 1.1
-0.5 -1.1 -0.7
-0.6 0.5 -0.3
-1.2 -1.1 -2.2
-1.0 1.3 -1.0
0.2 -0.3 0.5
0.1 -0.1 0.2
0.2 -0.2 0.2
-0.1 0.3 -0.1
0.0 0.0 -0.3
0.6 -0.8 0.1
0.0 -0.8 0.3
-0.5 0.0 -0.5
0.4 0.0 0.4
0.4 0.1 0.2
-0.2 0.2 -0.2
-0.6 0.5 -0.2
0.2 0.1 0.2
-0.3 0.0 -0.1
0.0 0.2 -0.3
-0.2 -0.1 -0.3
-1.0 -0.1 0.0
-0.2 0.2 0.1
0.0 -0.1 0.3
0.1 -0.1 -0.2
-0.1 -0.1 0.1
0.2 0.1 0.2
0.2 -0.2 -0.1
-0.2 0.1 -0.2
0.0 -0.3 -0.2
0.2 -0.2 0.3
0.2 0.2 0.2
-0.3 0.2 -0.1

=====

Q: Number 1 is which compound?
A: C26H27IrN3O7P3S2

=====

Q: Which formula does entry 1 have?
A: C26H27IrN3O7P3S2